{"formula": "C48H96O24S12", "method": "ωB97M-V/def2-TZVPD", "symbols": ["S", "S", "S", "S", "S", "S", "S", "S", "S", "S", "S", "S", "O", "O", "O", "O", "O", "O", "O", "O", "O", "O", "O", "O", "O", "O", "O", "O", "O", "O", "O", "O", "O", "O", "O", "O", "C", "C", "C", "C", "C", "C", "C", "C", "C", "C", "C", "C", "C", "C", "C", "C", "C", "C", "C", "C", "C", "C", "C", "C", "C", "C", "C", "C", "C", "C", "C", "C", "C", "C", "C", "C", "C", "C", "C", "C", "C", "C", "C", "C", "C", "C", "C", "C", "H", "H", "H", "H", "H", "H", "H", "H", "H", "H", "H", "H", "H", "H", "H", "H", "H", "H", "H", "H", "H", "H", "H", "H", "H", "H", "H", "H", "H", "H", "H", "H", "H", "H", "H", "H", "H", "H", "H", "H", "H", "H", "H", "H", "H", "H", "H", "H", "H", "H", "H", "H", "H", "H", "H", "H", "H", "H", "H", "H", "H", "H", "H", "H", "H", "H", "H", "H", "H", "H", "H", "H", "H", "H", "H", "H", "H", "H", "H", "H", "H", "H", "H", "H", "H", "H", "H", "H", "H", "H", "H", "H", "H", "H", "H", "H"], "coordinates": [[-4.464, -0.185, 6.803], [6.744, 6.966, 4.057], [8.193, -0.272, 2.992], [-3.822, 8.513, 3.790], [-3.377, -2.748, -9.019], [3.542, -4.283, -4.641], [-1.018, 1.278, -0.757], [1.876, -6.611, 4.137], [-4.696, -7.699, -0.766], [-9.609, 3.242, 2.173], [9.322, 2.096, -4.243], [-4.847, 5.251, -5.697], [-5.178, 8.093, 3.338], [3.071, -2.931, -4.505], [-1.796, 2.470, -0.480], [-3.655, 9.802, 4.487], [7.791, 6.026, 4.443], [-9.339, 3.449, 3.595], [4.643, -4.546, -5.510], [-4.396, 0.395, 5.449], [-1.730, 0.041, -1.064], [-3.563, 0.326, 7.813], [0.974, -6.230, 3.064], [-5.053, -7.510, -2.146], [-4.174, -2.921, -10.272], [7.135, 0.281, 3.796], [-3.988, 4.072, -5.800], [7.897, -1.104, 1.836], [-4.266, 6.524, -5.252], [9.388, 2.589, -5.653], [-10.480, 4.114, 1.353], [-3.488, -8.506, -0.425], [8.803, 2.918, -3.178], [1.422, -6.510, 5.513], [-1.957, -2.680, -9.093], [5.844, 7.534, 5.056], [2.495, -8.325, 3.839], [2.088, -5.319, -5.059], [-7.138, 4.831, -6.865], [3.809, -4.966, -2.985], [10.829, 0.679, 3.034], [0.100, 0.971, 0.681], [3.591, -5.843, 3.853], [9.722, -0.543, -4.697], [10.490, -0.053, 4.364], [-6.259, 4.903, -4.620], [-3.076, 7.206, 4.902], [9.410, 1.094, 2.521], [-8.905, 0.700, 1.292], [-5.811, -7.889, 1.581], [-3.954, -3.963, -7.707], [-7.487, 5.226, -5.412], [-5.793, 5.442, -7.274], [4.356, -6.911, 3.101], [5.668, 6.115, 2.784], [-7.971, 2.971, 1.320], [7.345, 8.231, 2.761], [4.035, -8.329, 3.613], [5.761, 6.927, 1.444], [-8.103, 1.679, 0.452], [2.588, -5.796, -2.636], [8.608, 0.448, -4.266], [-3.976, -1.368, -8.073], [-2.622, 8.319, 2.418], [10.979, 1.485, -3.836], [-4.627, -3.178, -6.558], [-4.125, -2.009, 6.676], [-5.287, -2.715, 7.359], [-4.656, -6.085, 0.180], [-5.505, -6.393, 1.457], [-3.915, -1.809, -6.628], [1.424, -5.525, -3.658], [-2.240, 6.356, 3.940], [-5.983, -8.421, 0.184], [-1.655, 7.194, 2.876], [0.357, 1.528, -2.022], [1.436, 0.541, 0.015], [9.410, -1.108, 4.099], [1.652, 1.512, -1.274], [-10.116, 1.453, 1.828], [11.064, -0.050, -4.109], [7.139, 7.553, 1.393], [-6.178, -0.388, 7.432], [-6.598, -1.894, 7.154], [4.568, -8.523, 4.543], [-3.084, -2.261, 6.882], [-8.327, 0.343, 2.144], [-5.131, -5.879, 2.342], [6.722, 9.119, 2.863], [-6.401, -5.835, 1.187], [10.039, 0.708, 5.001], [2.244, 0.558, 0.746], [11.428, 1.589, 3.070], [-0.351, 0.420, 1.507], [-6.136, 3.879, -4.267], [-5.561, -3.685, 6.945], [-5.959, 6.496, -7.498], [4.144, -6.846, 2.033], [-4.883, -8.286, 1.992], [11.659, 2.141, -4.379], [-7.543, 3.931, 1.031], [-9.195, -0.221, 0.787], [7.151, 8.351, 0.650], [-6.726, 0.504, 7.130], [4.249, -9.112, 2.886], [-1.399, 5.806, 4.363], [0.127, 0.752, -2.752], [-5.687, -2.991, -6.730], [2.429, 1.057, -1.888], [0.211, 1.899, 1.243], [-7.409, -2.302, 7.757], [2.536, -6.254, -5.395], [-3.125, -4.647, -7.527], [-4.465, -3.641, -5.585], [11.230, -0.527, -3.143], [-6.954, -8.071, -0.167], [-7.088, 3.742, -6.849], [-2.883, -1.938, -6.302], [1.949, -8.719, 2.982], [-5.028, -1.354, -8.359], [4.640, -5.650, -3.157], [-7.080, 1.436, 0.162], [4.272, -4.410, -2.169], [-6.278, 5.529, -3.728], [8.983, -1.729, 4.887], [-8.610, 1.826, -0.502], [-10.989, 1.465, 1.176], [1.969, 2.495, -0.925], [0.045, 2.490, -2.430], [-7.931, 5.146, -7.543], [-6.058, -0.385, 8.516], [-7.007, -1.968, 6.146], [-3.608, -5.861, 0.384], [9.365, 1.410, 1.479], [0.798, -6.412, -3.753], [11.227, 1.660, -2.789], [9.904, -1.706, 3.333], [0.904, -4.656, -3.254], [9.641, -1.607, -4.476], [9.158, 1.996, 3.078], [-2.143, 9.285, 2.262], [-6.617, -8.200, 2.246], [-4.170, -2.237, 5.611], [-2.850, 5.646, 3.381], [-5.199, -2.750, 8.445], [-7.501, 2.651, 2.250], [-5.949, -9.501, 0.042], [-10.279, 1.181, 2.871], [-3.894, 6.687, 5.401], [8.472, 0.249, -3.203], [9.731, -0.513, -5.787], [5.715, 5.027, 2.765], [-1.415, 6.518, 2.056], [-3.366, -0.504, -8.337], [5.488, 6.333, 0.572], [-7.757, 6.273, -5.276], [4.935, 7.635, 1.518], [4.648, 6.286, 3.128], [-5.078, -5.305, -0.454], [7.622, 0.312, -4.710], [4.071, -5.854, 4.831], [2.672, -6.881, -2.697], [-0.674, 7.568, 3.170], [-5.191, 5.004, -8.070], [-8.433, 4.784, -5.098], [3.451, -4.783, 3.639], [-2.421, 7.852, 5.487], [7.929, 6.832, 1.183], [-4.703, -4.680, -8.042], [-3.174, 8.012, 1.530], [11.276, 0.048, 2.265], [-4.332, -1.065, -5.949], [8.313, 8.525, 3.168], [11.405, -0.431, 4.820], [11.916, -0.364, -4.711], [5.421, -6.685, 3.154], [1.535, -4.884, -5.891], [2.076, -8.994, 4.590], [1.394, -0.507, -0.280], [2.253, -5.577, -1.622]], "lumo_ev": -0.122, "smiles": "O=S1(=O)CCCC1.O=S1(=O)CCCC1.O=S1(=O)CCCC1.O=S1(=O)CCCC1.O=S1(=O)CCCC1.O=S1(=O)CCCC1.O=S1(=O)CCCC1.O=S1(=O)CCCC1.O=S1(=O)CCCC1.O=S1(=O)CCCC1.O=S1(=O)CCCC1.O=S1(=O)CCCC1", "relative_energy_ev": 7.249, "largest_force_ev_per_a": 3.721, "energy_ha": -8470.15673, "mol_weight_g_mol": 1442.08, "e_homo_ev": -9.9}